Entry from the OMol25 dataset: C3H4F2O4S in the gas phase (ωB97M-V/def2-TZVPD).

```
! RIJCOSX wB97M-V def2-TZVPD def2/J DEFGRID3
* xyz 0 1
C -0.70 -0.14 0.06
O 0.32 -0.65 -0.83
S 1.29 -1.75 -0.21
O 0.61 -2.64 0.64
O 2.09 -2.21 -1.24
O 2.26 -0.83 0.68
C 2.82 0.16 -0.07
C 3.87 0.82 0.29
F 4.49 0.60 1.44
F 4.47 1.76 -0.35
H -1.47 -0.98 0.02
H -1.06 0.79 -0.21
H -0.36 -0.14 1.03
H 2.44 0.35 -1.12
*
```

Computed properties:
Electronic energy: -27633.456 eV
Lowest unoccupied orbital energy: 0.0224 Ha

Entry from the OMol25 dataset: C2H4FPS in the gas phase (ωB97M-V/def2-TZVPD).

```
! RIJCOSX wB97M-V def2-TZVPD def2/J DEFGRID3
* xyz 0 1
C -0.25 0.31 -1.55
C 0.24 -0.07 -0.15
P 0.09 1.03 1.14
S 0.92 -0.28 2.77
F -0.53 -0.96 3.27
H -0.45 1.35 -1.54
H -1.13 -0.29 -1.60
H 0.46 -0.03 -2.24
H 0.64 -1.05 -0.10
*
```

Computed properties:
Electronic energy: -24978.534 eV
Lowest unoccupied orbital energy: -0.0191 Ha

Entry from the OMol25 dataset: C9H14N2 in the gas phase (ωB97M-V/def2-TZVPD).

```
! RIJCOSX wB97M-V def2-TZVPD def2/J DEFGRID3
* xyz 0 1
C 2.92 0.06 1.18
C 1.62 0.92 1.28
N 0.36 0.23 0.93
C -0.43 -0.25 2.10
C -1.27 0.86 2.61
C -0.11 -0.07 -0.33
C 0.66 0.14 -1.54
C 0.05 -0.16 -2.75
C -1.25 -0.66 -2.89
C -1.93 -0.88 -1.64
N -1.38 -0.49 -0.45
H 2.80 -0.98 1.69
H 3.77 0.69 1.60
H 3.20 0.02 0.10
H 1.37 1.42 2.22
H 1.75 1.67 0.43
H 0.14 -0.58 2.93
H -0.93 -1.16 1.84
H -1.77 0.51 3.45
H -0.53 1.71 2.89
H -2.01 0.99 1.86
H 1.81 0.35 -1.49
H 0.61 -0.28 -3.71
H -1.67 -0.94 -3.78
H -3.00 -1.26 -1.47
*
```

Computed properties:
Electronic energy: -12538.731 eV
Lowest unoccupied orbital energy: 0.0354 Ha

What energy relative to the best compared isomer or geometry (same formula, charge and spin) values result from the calculations? In sequence: 0.0; 41.1; 164.4 kJ/mol.